No. 1
A molecular structure, C27H29MoN5O4S. Source: OMol25; level of theory: ωB97M-V/def2-TZVPD.

Geometry as XYZ:
```
67
Properties=species:S:1:pos:R:3:forces:R:3:mulliken_charge:R:1
Mo -0.694 -0.720 -1.503 -0.7 0.5 -0.4 0.930
C -0.088 0.452 -3.462 0.0 0.0 0.0 -0.451
C -0.478 -0.837 -3.863 0.1 -0.1 0.0 -0.864
C -1.841 -1.023 -3.534 0.0 0.1 -0.2 -0.516
C -2.310 0.202 -2.998 0.0 -0.1 0.0 -0.513
C -1.235 1.099 -2.906 0.2 -0.1 0.2 -0.389
H 0.876 0.910 -3.606 0.0 0.0 0.0 0.771
H 0.141 -1.550 -4.378 0.0 0.0 0.0 0.842
H -2.426 -1.909 -3.726 0.0 0.0 0.1 0.542
H -3.310 0.381 -2.640 0.0 0.0 0.0 0.413
H -1.263 2.108 -2.529 0.0 0.0 0.0 0.477
O -3.109 -0.835 3.514 0.0 0.0 0.0 -0.644
C -4.108 -0.610 2.639 -0.1 0.0 0.1 0.374
C -5.358 -0.295 3.176 0.1 0.0 -0.1 -0.719
C -6.422 -0.031 2.341 0.0 0.0 0.0 -0.358
C -6.273 -0.064 0.952 0.0 0.0 0.0 -0.847
C -5.044 -0.364 0.418 0.0 0.0 0.0 -0.521
C -3.942 -0.642 1.242 0.0 0.0 0.1 0.567
C -2.652 -0.915 0.648 -0.1 0.1 0.0 1.177
O -2.515 -0.761 -0.657 0.3 0.0 0.2 -0.882
N -1.629 -1.304 1.361 0.1 0.2 -0.1 -1.413
N -0.568 -1.460 0.509 0.0 -0.4 0.2 0.405
C 0.511 -2.001 0.924 0.1 -0.2 -0.1 -0.596
C 1.477 -2.352 -0.110 -0.3 0.0 0.2 0.808
C 2.658 -3.001 0.174 0.0 0.0 -0.2 -0.906
C 3.401 -3.530 -0.879 0.0 0.0 0.1 -0.376
C 2.885 -3.435 -2.151 -0.1 0.1 -0.1 -0.896
C 1.693 -2.744 -2.356 0.2 0.0 0.1 -0.106
N 1.008 -2.162 -1.374 0.3 0.0 0.0 0.284
H -2.327 -1.157 3.029 0.0 0.0 0.0 0.531
H -5.464 -0.284 4.251 0.0 0.0 0.0 0.471
H -7.388 0.198 2.771 0.0 0.0 0.0 0.413
H -7.117 0.136 0.309 0.0 0.0 0.0 0.451
H -4.910 -0.402 -0.653 0.0 0.0 0.0 0.367
H 0.634 -2.299 1.961 0.0 0.0 0.0 0.468
H 2.977 -3.121 1.199 0.0 0.0 0.0 0.465
H 4.339 -4.034 -0.694 0.0 0.0 0.0 0.518
H 3.387 -3.876 -3.000 0.0 0.0 0.0 0.480
H 1.292 -2.649 -3.350 0.1 0.0 0.0 0.252
N -1.077 4.209 3.503 0.0 0.0 0.0 -0.248
C -0.282 2.965 3.152 0.0 0.2 0.0 -0.707
C -1.220 1.842 2.719 0.0 -0.1 0.1 -0.444
N -1.877 2.007 1.447 0.1 0.3 -0.2 -0.188
H -0.474 4.997 3.747 0.0 0.0 0.0 0.360
H -1.702 4.040 4.294 0.0 0.0 0.0 0.357
H -1.652 4.497 2.707 0.0 0.0 0.0 0.327
H 0.297 2.716 4.039 0.0 -0.1 0.0 0.381
H 0.389 3.265 2.348 0.0 -0.1 0.0 0.362
H -1.977 1.663 3.489 0.0 0.0 0.0 0.512
H -0.621 0.929 2.691 0.0 0.0 0.0 0.088
H -1.228 2.144 0.680 0.0 0.0 0.0 0.054
H -2.614 2.697 1.408 -0.1 -0.1 0.1 0.273
O 7.691 0.716 -0.981 -0.1 0.0 0.0 -0.459
C 6.762 -0.076 -1.544 0.1 0.0 -0.1 0.659
O 7.078 -1.031 -2.194 0.0 0.0 0.1 -0.528
C 5.322 0.281 -1.324 -0.1 0.0 0.1 0.493
C 4.409 -0.158 -2.272 0.0 0.0 0.0 -1.022
C 3.054 0.052 -2.093 -0.1 0.0 -0.1 -0.287
C 2.576 0.676 -0.947 0.1 -0.1 0.4 0.947
S 0.860 0.919 -0.572 -0.3 0.2 -0.3 0.066
C 3.497 1.136 -0.003 0.0 -0.1 0.0 -0.962
C 4.855 0.951 -0.195 0.1 -0.1 -0.1 -1.017
H 7.293 1.517 -0.622 0.0 0.0 0.0 0.313
H 4.780 -0.677 -3.146 0.0 0.0 0.0 0.508
H 2.368 -0.293 -2.853 0.0 0.0 0.0 0.413
H 3.146 1.616 0.900 0.0 0.0 0.0 0.398
H 5.539 1.281 0.576 0.0 0.0 0.0 0.341
```
Forces are in eV/Å.

## Properties
E_LUMO (spin up / spin down) = -7.0 / -7.1 eV
2S+1 = 1
ΔE to the lowest compared entry with this formula, charge and spin = 9.5 kJ/mol
Molecular weight = 615.57 g/mol
Net charge = +2
Energy = -56787.7925 eV
Orbital gap (spin up / spin down) = 6.0 / 5.9 eV

***

No. 2
A molecular structure, C8H8 in a non-equilibrium geometry. Source: OMol25; level of theory: ωB97M-V/def2-TZVPD.

Geometry as XYZ:
```
16
Properties=species:S:1:pos:R:3:forces:R:3:mulliken_charge:R:1
C 0.922 -0.902 0.236 3.4 0.5 0.1 -0.188
C 4.199 0.914 -0.182 -0.7 0.2 0.6 -0.036
C -0.307 -0.276 0.157 -2.1 3.9 -0.3 0.404
C -0.785 0.959 0.295 0.0 1.1 -0.7 -0.095
C -0.866 -1.670 -0.165 -0.1 1.5 3.4 -0.570
C 3.159 0.390 0.156 -2.6 -1.9 -0.1 -0.627
C 0.505 -2.130 0.011 3.6 -2.7 0.0 -0.369
C -2.168 1.474 -0.036 -0.4 -1.7 -4.5 -1.073
H -0.185 1.773 0.717 0.6 -0.6 -0.3 0.385
H -1.585 -1.876 0.616 -0.2 -0.7 0.2 0.246
H -1.248 -1.821 -1.077 -1.4 -0.2 -3.6 0.338
H 4.977 1.632 -0.217 0.4 -0.1 -0.3 0.346
H 1.057 -3.064 -0.118 -0.6 0.3 0.1 0.372
H -2.606 1.441 0.878 -2.1 0.5 2.6 0.344
H -2.732 0.634 -0.712 1.2 2.1 1.5 0.223
H -2.337 2.523 -0.560 0.9 -2.3 1.2 0.302
```
Forces are in eV/Å.

## Properties
E_LUMO (spin up / spin down) = -1.3 / -1.3 eV
2S+1 = 1
ΔE to the lowest compared entry with this formula, charge and spin = 918.5 kJ/mol
Molecular weight = 104.15 g/mol
Energy = -8415.5012 eV
Orbital gap (spin up / spin down) = 7.9 / 8.0 eV

***

No. 3
A molecular structure, C4H7NO3S in a non-equilibrium geometry. Source: OMol25; level of theory: ωB97M-V/def2-TZVPD.

Geometry as XYZ:
```
16
Properties=species:S:1:pos:R:3:forces:R:3:mulliken_charge:R:1
C -1.329 0.195 1.469 1.1 -2.8 0.4 -0.726
C 0.098 -0.187 1.125 2.5 4.0 -0.9 -0.525
C 2.310 -0.187 -0.948 -1.0 1.8 5.4 -0.750
C 1.085 -0.612 -1.098 1.1 0.8 1.1 0.060
N -1.754 1.191 0.576 0.2 0.1 -2.4 -0.388
O -1.099 1.423 -1.889 -0.7 -1.1 1.6 -0.519
O -2.278 -0.631 -1.183 -0.3 0.1 0.0 -0.468
O 0.036 -0.625 -0.249 -0.5 -0.4 1.4 -0.255
S -1.591 0.565 -0.820 -0.7 2.0 -2.0 0.940
H -1.796 -0.785 1.426 -1.1 -0.1 0.0 0.361
H -1.352 0.514 2.456 -0.2 0.8 1.8 0.503
H 0.655 0.872 1.026 -0.8 -2.2 0.7 0.378
H 0.671 -0.850 1.763 -0.3 -0.4 -0.1 0.389
H 2.571 0.326 0.076 0.0 -1.2 -2.3 0.163
H 2.959 -0.257 -1.725 1.9 -0.1 -1.9 0.346
H 0.813 -0.951 -2.007 -1.3 -1.4 -2.8 0.491
```
Forces are in eV/Å.

## Properties
E_LUMO = 0.6 eV
2S+1 = 1
ΔE to the lowest compared entry with this formula, charge and spin = 357.1 kJ/mol
Molecular weight = 149.17 g/mol
Energy = -22724.9496 eV
Orbital gap = 10.6 eV

***

No. 4
2 unconnected molecules or ions with the total composition C3H7N3O in a non-equilibrium geometry. Source: OMol25; level of theory: ωB97M-V/def2-TZVPD.

Geometry as XYZ:
```
14
Properties=species:S:1:pos:R:3:forces:R:3:mulliken_charge:R:1
C -1.639 -0.433 -0.057 3.7 3.7 0.8 -0.172
C -0.350 -1.351 -0.437 0.7 7.5 -0.9 -0.535
C 0.726 -0.795 0.660 -4.1 -3.7 2.2 0.086
H 0.375 1.291 -0.583 -0.8 -1.0 0.6 0.281
H -0.522 2.466 -0.215 -1.2 3.1 -0.2 0.244
H -2.477 -0.933 0.336 -1.3 -0.2 0.1 0.368
H -0.460 -2.339 -0.400 -0.8 -4.0 1.1 0.426
H -0.150 -1.187 -1.560 0.3 0.3 1.8 0.229
H 0.274 -1.122 1.744 1.5 0.7 -2.5 0.242
H 2.291 1.663 0.084 -0.4 -4.5 -3.3 0.394
N -0.350 1.582 0.107 0.7 -2.2 -0.8 -0.293
N -1.552 0.917 0.218 -0.2 -4.9 -1.1 -0.424
N 1.752 -0.107 0.732 0.6 0.1 -1.6 -0.342
O 2.081 0.347 -0.629 1.2 5.2 3.9 -0.505
```
Forces are in eV/Å.

## Properties
E_LUMO = -0.8 eV
2S+1 = 1
ΔE to the lowest compared entry with this formula, charge and spin = 842.4 kJ/mol
Molecular weight = 101.11 g/mol
Energy = -9734.3027 eV
Orbital gap = 8.4 eV